1.
A 7-piece molecular cluster, C4H22O6S overall in a non-equilibrium geometry. Source: the OMol25 dataset; level of theory: the ωB97M-V functional and the def2-TZVPD basis.

Summary:
Calculated total energy   -1015.1304 hartree
Total charge   0
Kohn-Sham gap   9.308 eV
HOMO energy   -8.887 eV
F_max   4.66 eV Å⁻¹
Structure (SMILES)   CCCSC.O.O.O.O.O.O
Lowest unoccupied orbital energy   0.4 eV

CARTESIAN COORDINATES (ANGSTROEM)
C: 1.7641 1.0241 -1.8739
C: 1.3795 0.4775 -0.4709
C: 0.3783 -0.6669 -0.6864
S: 1.1880 -2.2381 -1.1245
C: -0.2501 -3.3634 -0.9629
H: 1.7242 0.3293 -2.7626
H: 1.1160 1.8763 -2.2744
H: 2.8305 1.1968 -2.0527
H: 1.0574 1.3040 0.1698
H: 2.2691 -0.0326 0.0084
H: -0.4006 -0.4187 -1.5556
H: -0.4323 -0.5522 0.1205
H: -0.7184 -3.3207 -0.0208
H: -1.1391 -3.2341 -1.5820
H: 0.3554 -4.2691 -1.1072
O: -3.2648 1.4863 -2.2231
H: -3.1941 0.6567 -2.5602
H: -3.5568 1.4088 -1.3610
O: -0.0246 1.5283 2.1287
H: 0.3497 0.6645 2.3969
H: -0.4254 2.0945 2.8257
O: -2.3888 0.7500 0.9342
H: -2.6905 1.6408 0.8210
H: -1.4933 0.9329 0.9937
O: 2.9384 -1.7827 1.3863
H: 2.4450 -1.4320 0.6613
H: 2.5177 -2.6187 1.5246
O: 1.1852 -0.8361 3.0382
H: 2.1873 -0.8105 2.6754
H: 1.3292 -1.3321 3.7873
O: -2.7354 3.1883 -0.2487
H: -2.1505 2.6768 -0.9492
H: -2.1504 3.6719 0.3441

---

2.
A 7-piece molecular cluster, C4H22O6S2 overall in a non-equilibrium geometry. Source: the OMol25 dataset; level of theory: the ωB97M-V functional and the def2-TZVPD basis.

Summary:
Calculated total energy   -1413.3229 hartree
Total charge   0
Kohn-Sham gap   9.220 eV
HOMO energy   -9.052 eV
F_max   6.86 eV Å⁻¹
Structure (SMILES)   CCSSCC.O.O.O.O.O.O
Lowest unoccupied orbital energy   0.2 eV

CARTESIAN COORDINATES (ANGSTROEM)
C: -1.7297 2.7939 -1.0504
C: -1.7664 2.8828 0.4476
S: -0.7325 1.7874 1.4772
S: -1.6720 0.6407 2.9055
C: -2.4358 -0.8327 2.1112
C: -1.6125 -1.3089 0.8819
H: -2.1490 1.8754 -1.3514
H: -0.6747 3.0902 -1.4321
H: -2.4292 3.5204 -1.5342
H: -2.8220 2.7119 0.8298
H: -1.5558 3.8451 0.7786
H: -2.3988 -1.5143 3.0156
H: -3.4711 -0.4812 1.7444
H: -1.7472 -2.3638 0.5559
H: -0.5425 -1.3221 0.8813
H: -2.0593 -0.5506 0.2257
O: 2.1811 0.8116 0.7928
H: 1.5138 1.3999 0.2629
H: 1.7239 0.6806 1.6107
O: 1.3038 -2.5499 -3.1362
H: 0.7788 -1.8576 -3.3857
H: 1.7961 -2.2072 -2.3875
O: -0.9449 -3.2823 -1.4340
H: -1.7310 -3.7379 -1.9671
H: -0.2298 -3.3491 -2.1501
O: 2.0224 -1.0184 -1.1436
H: 1.3391 -1.3188 -0.6526
H: 2.5999 -0.3061 -0.5796
O: 3.5360 3.6848 -0.9754
H: 3.8394 2.9086 -1.4631
H: 2.8964 3.2527 -0.3712
O: 2.6199 -2.3156 2.2659
H: 1.7841 -2.5098 2.6999
H: 2.7696 -3.0596 1.5271

---

3.
A 7-piece molecular cluster, C4H22O7 overall in a non-equilibrium geometry. Source: the OMol25 dataset; level of theory: the ωB97M-V functional and the def2-TZVPD basis.

Summary:
<S²>   0.756
Spin multiplicity   2
Calculated total energy   -691.8006 hartree
Total charge   +1
Kohn-Sham gap (alpha / beta)   10.809 / 3.520 eV
HOMO energy (alpha / beta)   -13.564 / -13.070 eV
F_max   2.93 eV Å⁻¹
Lowest unoccupied orbital energy (alpha / beta)   -2.8 / -9.5 eV

CARTESIAN COORDINATES (ANGSTROEM)
C: 0.8179 0.3342 1.0050
O: 1.9276 -0.5434 0.9322
H: 1.0917 1.3515 1.2846
H: 0.3359 0.1681 0.0416
H: 0.1138 -0.1102 1.7085
H: 1.7623 -1.3768 0.4853
C: -1.9056 1.5249 -1.0728
O: -1.6960 2.4647 -0.0208
H: -2.3928 0.6284 -0.6894
H: -2.4234 2.0454 -1.8783
H: -0.9865 1.3288 -1.6250
H: -1.0750 3.1416 -0.2998
C: 1.9038 2.9789 -1.3047
O: 0.7856 3.2671 -0.5253
H: 2.3780 3.9490 -1.1563
H: 2.6588 2.2452 -1.0220
H: 1.6609 2.8973 -2.3642
H: 1.1730 3.6578 0.2614
C: -2.6042 -2.5754 0.8354
O: -3.6400 -1.8060 0.3100
H: -2.5264 -3.5334 0.3215
H: -1.6513 -2.0823 0.6431
H: -2.9324 -2.7819 1.8541
H: -4.0077 -2.1948 -0.4870
O: 3.6881 0.0566 3.4543
H: 3.1941 0.6496 4.0204
H: 3.0254 -0.3491 2.8952
O: 1.0118 -2.8394 0.1669
H: 0.6675 -3.5467 0.7122
H: 1.3861 -3.2834 -0.5940
O: -0.2274 -1.9009 -2.7975
H: -1.0612 -2.1894 -3.1687
H: -0.4525 -1.5760 -1.9257

---

4.
A 7-piece molecular cluster, C4H22O7S overall in a non-equilibrium geometry. Source: the OMol25 dataset; level of theory: the ωB97M-V functional and the def2-TZVPD basis.

Summary:
Calculated total energy   -1090.2612 hartree
Total charge   0
Kohn-Sham gap   9.514 eV
HOMO energy   -9.123 eV
F_max   9.38 eV Å⁻¹
Structure (SMILES)   OCCCCS.O.O.O.O.O.O
Lowest unoccupied orbital energy   0.4 eV

CARTESIAN COORDINATES (ANGSTROEM)
O: -2.6855 -1.3231 1.2840
C: -1.4529 -1.8956 1.2148
C: -0.9307 -2.5803 -0.0578
C: 0.6750 -2.9155 -0.1127
C: 1.3570 -2.2334 -1.1934
S: 2.1594 -0.6643 -0.5206
H: -3.3568 -2.1300 1.0990
H: -0.6926 -1.0736 1.6552
H: -1.3965 -2.8061 2.0396
H: -1.3405 -1.9028 -0.8929
H: -1.5087 -3.4678 -0.2485
H: 0.8080 -3.9739 0.1052
H: 1.1198 -2.4547 0.8831
H: 1.9034 -2.8826 -1.7997
H: 0.6892 -1.8243 -1.9697
H: 3.0272 -1.1238 0.3558
O: -0.3501 2.3795 1.5022
H: -0.4715 3.1199 2.1559
H: -1.3459 1.9668 1.2684
O: -1.0177 3.8354 -0.4200
H: -1.4585 3.5657 -1.1294
H: -0.2666 3.2420 -0.2415
O: 2.7293 2.0141 -2.1037
H: 3.2029 1.8477 -1.4275
H: 2.6468 1.7934 -2.9451
O: -3.0429 1.1037 -0.2413
H: -3.3726 0.0839 -0.0788
H: -2.2638 0.9056 -0.8171
O: 1.3342 0.2543 2.3800
H: 0.6922 0.5439 2.9518
H: 1.8956 1.0457 2.2690
O: -0.7415 0.7973 -1.4115
H: -0.5711 -0.0085 -0.7315
H: -0.1876 1.4215 -1.1942

---

5.
A 8-piece molecular cluster, C4H23NO8 overall in a non-equilibrium geometry. Source: the OMol25 dataset; level of theory: the ωB97M-V functional and the def2-TZVPD basis.

Summary:
Calculated total energy   -822.8329 hartree
Total charge   0
Kohn-Sham gap   9.108 eV
HOMO energy   -9.063 eV
F_max   2.42 eV Å⁻¹
Structure (SMILES)   NCCCC=O.O.O.O.O.O.O.O
Lowest unoccupied orbital energy   0.0 eV

CARTESIAN COORDINATES (ANGSTROEM)
N: -1.9159 -1.8333 -2.7104
C: -0.9890 -1.1564 -1.7495
C: 0.3724 -0.7991 -2.3765
C: 0.9199 0.5738 -1.9229
C: 0.6024 1.5751 -3.0155
O: -0.2942 1.4349 -3.7995
H: -1.4250 -2.6439 -3.0627
H: -2.1044 -1.0962 -3.3828
H: -0.8272 -1.7993 -0.8930
H: -1.4305 -0.1698 -1.5747
H: 1.2159 -1.4871 -2.1572
H: 0.4614 -1.0286 -3.4394
H: 1.9642 0.4943 -1.6494
H: 0.4442 1.0673 -1.0514
H: 1.1624 2.5479 -2.8919
O: -1.6706 -0.6480 2.5063
H: -1.4901 -1.5563 2.1857
H: -2.5313 -0.6847 2.9271
O: 1.0556 -2.4663 1.6195
H: 1.5398 -2.7355 2.4072
H: 1.2751 -1.5426 1.4738
O: -1.6952 -3.0299 1.1423
H: -1.7800 -2.3697 0.4240
H: -0.7271 -3.0678 1.2658
O: -1.2064 2.4862 0.5375
H: -1.1797 2.2085 1.4720
H: -1.7547 3.2677 0.4755
O: -0.9526 1.8196 3.2784
H: -0.0105 1.6471 3.2049
H: -1.2110 0.9773 3.6752
O: 1.8043 2.7401 0.5988
H: 0.9480 2.3518 0.3839
H: 1.5930 3.5451 1.0985
O: 3.0378 0.2738 1.4764
H: 3.9858 0.3121 1.2767
H: 2.8129 0.7918 2.2474

---

6.
A 8-piece molecular cluster, C4H23NO8S overall in a non-equilibrium geometry. Source: the OMol25 dataset; level of theory: the ωB97M-V functional and the def2-TZVPD basis.

Summary:
Calculated total energy   -1221.0899 hartree
Total charge   -2
Kohn-Sham gap   6.691 eV
HOMO energy   -1.345 eV
F_max   1.63 eV Å⁻¹
Lowest unoccupied orbital energy   5.3 eV

CARTESIAN COORDINATES (ANGSTROEM)
C: 0.0160 -0.8741 -1.4846
N: 0.6706 0.4008 -1.7875
C: 0.9066 1.2887 -0.6303
O: 2.0209 2.0670 -0.8657
C: 0.9296 -2.1348 -1.5105
C: 0.9562 -2.8668 -0.1613
S: -0.6730 -3.7034 0.2492
H: -0.7391 -1.0849 -2.2533
H: -0.5557 -0.9266 -0.5561
H: 1.5747 0.1978 -2.1897
H: 1.0718 0.6595 0.2606
H: 0.0101 1.8984 -0.4236
H: 1.9593 -1.8679 -1.7558
H: 0.4429 -2.8495 -2.1688
H: 1.1463 -2.2119 0.6725
H: 1.6229 -3.7243 -0.2539
H: -0.6955 1.4934 -2.9598
H: 0.2729 2.3524 -3.5970
O: -0.6836 2.1931 -3.6426
H: -1.8041 -1.3850 1.0610
H: -2.2390 -1.0231 2.4534
O: -2.3135 -0.7018 1.5363
H: 3.1769 1.8686 2.8578
H: 2.3266 1.6640 4.1570
O: 3.2186 1.8693 3.8646
H: -4.1644 1.1090 -0.3132
H: -3.7001 0.1810 0.8472
O: -4.4954 0.5806 0.4273
H: 4.1221 2.1160 0.9214
H: 2.6892 2.0023 0.2887
O: 3.2567 1.8312 1.2324
H: -0.6368 -2.5464 3.1245
H: -1.8734 -3.2371 2.5855
O: -1.5648 -2.6990 3.3361
H: -1.8761 2.1240 -0.6324
H: -1.9082 3.1271 -1.7079
O: -2.4680 2.8123 -0.9814